ORCA calculation (the ωB97M-V functional and the def2-TZVPD basis) on a structure of composition C30H38N12O3P2PtS at a distorted geometry.

- HOMO level (spin up / spin down) (hartree) = -0.453 / -0.498
- relative energy (zero: lowest compared OMol25 entry of this formula, charge and spin) (kJ/mol) = 197.0
- total charge = +2
- 2S+1 = 5

Last column: Löwdin charge in e.
CARTESIAN COORDINATES (ANGSTROEM)
Pt (0.433733, -0.612466, 0.384848)  1.064
N (0.929137, 1.539470, 1.558168)  0.000
C (0.242543, 2.645836, 0.964698)  -0.338
C (0.670925, 3.947846, 1.185465)  -0.017
C (-0.004423, 5.011773, 0.614377)  -0.042
C (-1.100292, 4.786861, -0.204557)  -0.043
C (-1.535778, 3.494026, -0.430741)  -0.048
C (-0.871787, 2.421372, 0.153903)  -0.292
P (-1.451816, 0.703700, -0.030934)  0.916
C (-1.975020, 0.434989, -1.740296)  -0.367
C (-3.113479, 0.965840, -2.341525)  -0.093
C (-3.406976, 0.636984, -3.654396)  -0.051
C (-2.582851, -0.222008, -4.364639)  -0.048
C (-1.437730, -0.741208, -3.775862)  -0.054
C (-1.133036, -0.406398, -2.471062)  -0.124
C (-2.910161, 0.757253, 1.053575)  -0.407
C (-2.699298, 1.200460, 2.358833)  -0.084
C (-3.751059, 1.262902, 3.254299)  -0.052
C (-5.021720, 0.866738, 2.860776)  -0.053
C (-5.233530, 0.405865, 1.571261)  -0.062
C (-4.184641, 0.342424, 0.668590)  -0.170
H (0.675691, 1.411724, 2.537358)  0.111
H (1.935543, 1.699391, 1.519284)  0.023
H (1.530654, 4.126370, 1.813273)  0.124
H (0.317750, 6.019988, 0.821464)  0.119
H (-1.603022, 5.613715, -0.681095)  0.119
H (-2.391711, 3.313725, -1.063070)  0.104
H (-3.769754, 1.633686, -1.802745)  0.106
H (-4.288389, 1.048378, -4.122911)  0.117
H (-2.829461, -0.484368, -5.381860)  0.117
H (-0.795923, -1.406384, -4.333709)  0.115
H (-0.224112, -0.792373, -1.987980)  0.052
H (-1.707203, 1.506862, 2.663123)  0.097
H (-3.584519, 1.623575, 4.258766)  0.116
H (-5.845773, 0.925636, 3.555378)  0.116
H (-6.223971, 0.103329, 1.267102)  0.116
H (-4.365698, -0.022028, -0.330675)  0.081
N (2.117823, -3.880393, 0.967870)  0.186
C (0.839059, -3.936071, 0.516559)  -0.408
N (0.152319, -5.072260, 0.327860)  0.074
N (-1.031831, -4.719429, -0.068253)  -0.024
N (-1.086679, -3.439376, -0.174973)  -0.273
N (0.064276, -2.884425, 0.199751)  -0.087
C (2.723082, -2.732277, 1.351391)  -0.401
N (3.952562, -2.670740, 1.889571)  0.103
N (4.205038, -1.416550, 2.079561)  -0.001
N (3.187217, -0.704660, 1.713850)  -0.155
N (2.219031, -1.492250, 1.232247)  -0.112
H (2.597783, -4.757560, 1.126731)  0.175
C (-4.788635, -3.827612, -1.231856)  -0.003
N (-4.886665, -3.895058, 0.200157)  -0.102
C (-5.786620, -4.596033, 0.944481)  -0.004
C (-5.511728, -4.366123, 2.260025)  -0.023
N (-4.429362, -3.538410, 2.302955)  0.106
C (-4.044485, -3.249736, 1.036737)  -0.639
S (-2.809635, -2.204417, 0.563879)  0.953
H (-5.724909, -4.151764, -1.680776)  0.108
H (-3.971470, -4.461468, -1.583345)  0.108
H (-4.569292, -2.800518, -1.530488)  0.082
H (-6.551536, -5.202757, 0.498266)  0.141
H (-6.006114, -4.722984, 3.142346)  0.134
H (-3.968849, -3.196682, 3.134242)  0.172
C (5.786174, 2.026307, 1.929530)  -0.062
C (6.122032, 0.813673, 1.091785)  -0.240
O (5.181086, 0.642959, 0.023300)  -0.232
P (3.615985, 0.841174, 0.154490)  0.815
O (3.086751, -0.065903, -1.047928)  -0.272
C (3.764012, -1.250077, -1.509802)  -0.248
C (4.880006, -0.937454, -2.488444)  -0.047
O (3.229513, 2.302071, -0.368545)  -0.262
C (3.692178, 2.876536, -1.617174)  -0.232
C (4.117245, 4.304996, -1.356757)  -0.047
H (6.546460, 2.186202, 2.688118)  0.096
H (4.826715, 1.859602, 2.422565)  0.068
H (5.715446, 2.911965, 1.300888)  0.075
H (6.116586, -0.097565, 1.698067)  0.101
H (7.090369, 0.912938, 0.594412)  0.135
H (2.977663, -1.842475, -1.983401)  0.125
H (4.173508, -1.800851, -0.661900)  0.101
H (4.524667, -0.274060, -3.269664)  0.087
H (5.214841, -1.863933, -2.945735)  0.094
H (5.729681, -0.480080, -1.990101)  0.074
H (2.852754, 2.838782, -2.311884)  0.127
H (4.510400, 2.278923, -2.021373)  0.116
H (3.324666, 4.834800, -0.835877)  0.076
H (4.314925, 4.805741, -2.301378)  0.092
H (5.023112, 4.331795, -0.758465)  0.076

Cartesian forces, eV/Å:
Pt 0.0 -0.3 1.3
N 0.2 -0.4 0.1
C -0.5 0.5 -0.4
C 0.0 0.0 0.0
C 0.0 0.0 0.0
C 0.0 -0.1 -0.1
C 0.0 0.0 0.1
C 0.4 -0.4 0.1
P -0.3 0.5 -0.7
C 0.2 -0.1 0.2
C 0.1 0.0 0.0
C -0.1 0.0 0.0
C 0.1 -0.1 0.0
C 0.0 0.0 -0.1
C 0.2 0.0 0.2
C 0.1 -0.2 0.2
C 0.0 0.0 -0.2
C 0.0 0.0 0.1
C 0.1 0.0 0.0
C 0.0 0.0 0.0
C 0.0 0.2 0.0
H 0.1 0.0 -0.1
H -0.2 0.0 0.3
H 0.1 0.0 0.1
H 0.1 0.1 0.0
H -0.1 0.1 0.0
H -0.1 0.0 -0.1
H -0.1 0.0 0.1
H -0.1 0.0 0.0
H 0.0 0.0 -0.1
H 0.1 0.0 0.0
H -0.4 0.0 -0.4
H 0.0 0.1 0.1
H 0.0 0.0 0.1
H -0.1 0.0 0.1
H -0.1 0.0 -0.1
H 0.0 0.0 -0.1
N 0.4 -0.1 0.1
C -1.4 -0.1 -0.5
N 1.7 -0.5 0.7
N -0.8 0.1 -0.3
N -0.2 0.1 -0.5
N 0.7 0.5 0.2
C 0.0 0.8 0.1
N -0.1 -1.2 0.0
N 0.4 0.3 0.1
N 0.0 0.7 0.1
N -0.4 -0.9 -0.3
H 0.0 0.1 0.1
C 0.2 0.0 -0.9
N 0.2 0.2 0.9
C -0.3 -0.2 0.5
C -0.3 -0.3 -0.2
N 0.0 -0.2 -0.4
C 0.4 0.5 -0.1
S -0.4 0.0 0.3
H 0.0 0.0 0.1
H -0.1 0.0 0.0
H -0.1 -0.1 0.0
H -0.1 0.0 0.0
H 0.0 -0.1 0.1
H 0.0 0.0 -0.2
C 0.0 -0.2 -0.3
C 0.8 0.0 0.7
O -1.0 -0.1 -0.2
P 0.8 0.5 -1.6
O -0.2 0.7 0.4
C 0.4 -0.7 -0.3
C -0.2 0.1 0.1
O 0.0 -0.7 0.9
C 0.1 0.4 -0.6
C 0.0 -0.3 0.0
H 0.0 0.0 0.1
H 0.0 0.1 0.2
H 0.0 0.1 0.0
H 0.1 0.2 -0.2
H -0.2 0.0 0.1
H 0.1 0.0 0.1
H -0.1 0.0 0.0
H 0.0 0.1 -0.2
H 0.0 -0.1 -0.1
H 0.0 0.0 0.0
H 0.0 -0.1 0.1
H 0.0 0.0 0.1
H -0.1 0.1 0.0
H 0.0 0.0 -0.1
H 0.1 0.1 0.1